i:
Here is a cluster of 10 separate species, C36H54NO30 in total from the OMol25 dataset. Energies are from wB97M-V/def2-TZVPD.

XYZ file:
```
121
Properties=species:S:1:pos:R:3:lowdin_charge:R:1
C -1.963 3.529 2.769 -0.26
C -2.907 5.513 3.355 -0.56
C -2.214 -0.215 -4.415 -0.01
H -1.500 2.895 3.579 0.16
H -3.057 2.059 1.933 0.03
C -0.665 3.523 -2.271 -0.03
O 0.508 -0.968 4.756 0.09
H 0.390 2.937 -3.821 0.07
H -1.544 2.924 -2.493 0.08
C 3.139 -1.764 0.196 -0.07
C 5.030 2.749 -1.141 -0.65
H 3.467 3.899 2.777 0.10
C -1.229 -1.295 -4.622 -0.21
O -3.632 -2.965 -1.417 0.05
O -3.688 6.365 3.658 0.16
H -2.890 -2.483 2.811 0.11
C -5.408 0.041 -0.817 -0.01
O 4.489 2.122 -2.097 0.13
C -0.702 -1.844 3.005 -0.30
C 3.721 1.061 2.809 -0.02
H 2.243 -3.951 2.514 0.16
H 2.761 2.891 -3.040 0.16
C -2.329 2.646 1.593 -0.02
O -3.218 -5.840 0.190 0.14
H 2.579 -1.107 0.656 0.04
O 5.090 -0.618 5.424 0.15
H -6.282 -0.652 -0.837 0.10
O 4.258 -1.088 -0.260 0.10
O 4.120 1.319 5.000 0.11
O -1.141 -3.564 -3.984 0.10
O 6.191 2.879 -0.932 0.17
O -0.028 -1.319 -0.225 -0.07
H -2.878 3.028 0.734 0.10
H 2.049 3.932 -0.812 0.16
C 0.092 -2.148 5.131 -0.52
C 0.172 3.799 -3.475 -0.28
H -2.129 0.287 -3.671 -0.05
O 4.107 3.356 -0.375 0.06
C -1.868 -5.947 -0.161 -0.27
H -0.219 3.129 -1.370 0.05
C 2.824 3.054 -0.698 -0.12
H -3.561 -0.061 -1.777 0.13
C -1.192 -4.719 0.465 -0.07
H -3.222 -0.560 -4.305 0.09
O 1.274 4.766 -3.272 0.08
H 3.934 4.088 4.390 0.06
N -0.197 -0.070 -0.139 -0.59
O -4.325 -4.791 1.840 0.08
O -1.179 0.419 -0.750 -0.05
C -2.228 -1.498 2.862 -0.02
C -1.692 -5.893 -1.719 0.03
H -0.442 4.911 1.586 0.17
H -0.912 4.568 -1.720 0.15
H -0.650 -5.864 -1.912 0.09
C -1.334 -3.457 -5.231 -0.69
C 1.051 5.847 -4.049 -0.59
H -1.436 -6.872 0.507 0.20
C 0.125 -0.608 3.421 -0.06
O 6.441 -0.927 0.099 0.14
C -0.909 -2.287 -3.434 -0.05
O -4.880 -1.507 -2.503 0.13
H -0.772 4.035 -5.503 0.12
H 0.138 -2.375 -2.966 0.16
H -2.163 -5.159 -2.020 -0.03
H -0.288 0.295 3.558 0.10
H -2.062 -6.785 -2.243 0.11
C 3.801 -2.915 1.082 -0.25
C -4.391 -2.696 -2.465 -0.62
H -1.422 2.077 1.458 0.07
H 2.583 0.241 -1.397 0.03
C 3.968 3.384 3.633 0.00
H 3.871 -3.812 0.583 0.12
C 2.347 0.843 -2.215 0.01
H -0.182 -0.880 -4.859 0.17
O -3.208 4.185 3.192 0.08
H 2.385 -2.367 -0.454 0.16
H 2.817 0.742 2.436 0.09
H -5.817 0.768 -1.360 0.02
C 5.347 -1.398 0.322 -0.61
H 4.262 1.228 1.923 0.13
H -5.379 0.398 0.316 0.14
O -4.415 -3.497 -3.383 0.14
H 2.348 1.931 4.041 0.17
C -0.937 4.704 2.671 -0.14
C 3.026 2.276 -2.082 -0.16
H 2.405 2.420 0.049 0.09
O 0.582 0.605 0.514 -0.03
H -1.723 -1.869 -2.728 0.14
C 4.564 0.106 4.638 -0.71
H 4.923 3.297 3.133 0.10
O -2.210 -4.431 1.438 0.05
C -3.599 -1.865 -0.540 -0.08
H -0.077 -4.740 0.887 0.18
C 3.487 2.008 3.874 -0.32
H -2.324 -1.046 3.818 0.06
C -4.304 -0.812 -1.445 -0.32
O -0.683 -2.738 4.133 0.07
H -2.579 -0.729 1.965 0.13
O 4.508 -0.086 3.423 0.15
C -0.645 4.510 -4.547 -0.07
H -2.411 0.584 -5.223 0.14
H -1.823 4.584 -4.451 0.18
H 2.610 0.198 -2.964 0.05
H -2.520 -1.701 -0.230 0.11
O 0.338 -2.674 6.223 0.11
O 1.927 6.777 -4.044 0.07
H -0.446 -2.209 1.985 0.12
H -1.383 -3.888 -0.243 0.12
O -1.295 -4.373 -6.063 0.10
H 1.253 0.907 -2.126 0.07
H -0.051 4.379 3.217 0.11
C 3.247 -3.192 2.399 -0.03
O -1.645 5.786 3.080 0.09
H 0.757 -0.702 2.663 0.05
O 0.012 5.745 -4.691 0.15
C -3.297 -5.064 1.187 -0.67
O -1.588 -2.293 -5.682 0.13
H -4.178 -2.073 0.448 0.16
O 5.203 -2.444 1.176 0.09
H 3.799 -3.518 3.243 0.08
H 2.903 -2.339 2.899 0.04
```

Output
LUMO energy   1.37 eV
Charge   -1
Spin multiplicity   1


ii:
Here is a cluster of 10 separate species, C36H54NO30 in total from the OMol25 dataset. Energies are from wB97M-V/def2-TZVPD.

XYZ file:
```
121
Properties=species:S:1:pos:R:3:lowdin_charge:R:1
C 0.419 -0.800 -4.161 -0.28
O -4.938 3.875 4.184 0.13
O -0.281 -1.299 4.681 0.07
O 0.755 -0.350 0.442 -0.07
O 4.704 1.421 3.943 0.10
H -0.326 -2.846 -4.946 0.19
H -2.115 -4.681 -2.100 0.14
H 0.697 -2.772 -3.120 0.15
O -4.461 1.856 3.324 0.10
H -3.641 0.856 -2.900 0.06
C 3.103 -4.511 0.428 -0.01
C -2.127 2.359 3.038 -0.17
H 0.303 -0.515 -3.178 0.09
C -3.183 0.545 -2.090 -0.03
H -3.501 0.916 2.047 0.03
H -0.477 0.672 -5.185 0.07
O 2.011 -4.457 -1.631 0.07
H -1.232 -3.404 0.184 0.10
H 1.378 -4.365 2.791 -0.06
C 0.458 -2.483 2.845 -0.24
H -1.577 -0.355 -4.422 0.05
C 2.491 -1.396 -5.147 -0.61
C -3.880 -3.722 -1.558 -0.11
C -2.360 -3.654 -1.839 -0.28
C 4.240 3.614 -3.331 -0.68
O 2.800 2.373 3.800 0.08
C 3.078 -2.549 -1.263 -0.02
C -1.424 -2.898 -0.809 0.03
O -6.136 1.560 -1.021 0.09
H 2.336 3.210 -1.107 0.09
H -0.502 3.203 0.145 0.08
C -4.059 0.454 -0.983 -0.28
H 3.906 -1.090 3.698 0.08
H 3.081 -3.618 1.119 0.16
H 3.931 -2.173 -0.888 0.04
H 3.909 -4.994 0.505 0.05
O 4.326 2.374 -3.135 0.13
C 3.795 1.011 -1.061 -0.01
C 0.586 -2.359 -4.280 -0.04
C 2.468 2.983 -2.116 -0.12
H 3.654 -0.919 2.020 0.05
H -0.405 5.783 -0.631 0.17
C 2.836 1.570 2.654 -0.09
H 2.454 1.843 1.555 0.16
H -1.114 -1.055 2.772 0.13
H -1.905 -1.920 -0.477 0.10
H 2.905 0.729 -0.468 0.04
H -0.521 1.422 4.659 0.11
O 3.530 -1.214 -5.726 0.14
H 0.073 2.357 3.523 0.02
C 4.373 -0.629 2.797 0.01
O 1.713 -0.454 5.346 0.14
C -0.806 1.829 3.653 0.01
H 4.380 1.692 -0.410 0.08
O -1.163 0.544 0.520 -0.06
H 2.222 -1.924 -1.003 0.09
O 0.259 -5.889 -0.932 0.14
H -3.700 -0.067 -0.131 0.12
H 1.155 4.535 1.300 0.09
C -4.139 3.051 3.779 -0.65
H 2.094 0.807 2.783 0.08
H 0.109 4.494 2.527 0.16
O -4.421 -2.940 -2.570 0.11
H 0.544 -2.405 1.894 0.06
H -2.361 1.241 -1.866 0.09
H -2.407 -0.293 -2.261 0.11
O 1.906 -2.489 -4.851 0.07
O 0.182 0.928 -1.242 -0.03
H 5.427 -1.131 2.598 0.12
H 0.744 6.061 1.775 -0.02
H 2.923 1.068 -2.997 0.08
H 2.727 -2.362 -2.238 0.06
H -4.198 -4.873 -1.380 0.17
H -0.549 -2.708 -1.188 -0.02
C -6.305 0.266 -1.320 -0.50
C -4.863 1.740 -0.595 -0.10
C -0.795 5.275 0.298 -0.24
O 4.235 3.167 5.314 0.10
H 4.083 -4.327 -1.506 0.14
O -7.422 -0.190 -1.762 0.05
C 3.157 -4.020 -1.111 -0.33
H -4.128 -3.394 -0.540 0.12
O 1.645 -0.365 -4.810 0.05
H -4.448 2.620 -1.162 0.15
C 0.258 5.269 1.506 0.01
C -2.986 4.731 0.611 -0.56
H -0.798 3.743 -1.397 0.16
C 0.632 -3.967 3.095 0.01
H -0.319 -4.523 2.766 0.13
C -0.790 -1.875 3.513 -0.08
C 4.262 0.927 2.738 -0.28
H 4.900 1.488 2.194 0.11
H -0.934 -0.760 -5.895 0.08
H -0.648 0.960 2.967 0.06
O 4.998 4.248 -3.919 0.21
C -3.532 -2.529 -3.414 -0.64
O 3.127 4.059 -2.688 0.08
C -3.330 1.163 2.966 -0.05
O 1.977 -5.322 0.308 0.12
O -3.798 -1.799 -4.290 0.18
H -4.991 1.862 0.458 0.12
O -2.312 -2.904 -3.008 0.06
H 0.598 -4.365 4.222 0.15
C 3.321 1.705 -2.366 -0.23
H 4.425 -0.044 -1.113 0.13
O -5.182 -0.438 -1.285 0.08
O -2.054 5.624 0.926 0.10
C -1.102 3.930 -0.301 -0.14
C 3.939 2.323 4.447 -0.58
O 1.463 -1.827 3.617 0.11
O -4.174 4.813 0.975 0.12
O -2.512 3.823 -0.219 0.06
H 1.421 2.740 -2.593 0.16
N -0.109 0.337 -0.181 -0.52
H -1.607 -2.407 3.756 0.10
C 1.325 -5.341 -0.752 -0.53
C 1.040 -1.087 4.554 -0.62
H -3.034 0.228 3.507 0.14
H -2.106 2.774 2.063 0.11
O -2.900 3.310 3.731 0.12
C -0.705 -0.311 -4.993 -0.01
```

Output
LUMO energy   1.62 eV
Charge   -1
Spin multiplicity   1


Here is how they stack up, most stable first: i, ii.


i:
Here is the molecule C5H13NO2 from the OMol25 dataset. Energies are from wB97M-V/def2-TZVPD.

XYZ file:
```
21
Properties=species:S:1:pos:R:3:lowdin_charge:R:1
H 2.765 -1.023 -0.958 0.02
C 1.215 0.075 -0.537 -0.29
O -2.142 -0.848 1.597 -0.05
H 1.945 1.499 0.686 0.00
H -0.365 0.035 1.976 0.05
H -1.849 -1.372 2.291 0.04
C -0.498 -0.248 -0.652 -0.37
O 1.864 -1.139 -1.008 -0.06
N -1.101 0.725 0.245 -0.03
H -0.199 -0.599 -2.760 0.09
H 1.305 0.219 1.651 0.06
H 1.345 0.927 -1.370 0.16
H -1.748 1.426 -0.229 0.14
H -0.429 -1.271 -0.359 0.12
C 1.874 0.544 0.762 -0.04
H -1.020 0.785 -2.296 0.05
H -1.667 1.180 2.383 0.13
H -1.817 -0.992 -2.074 0.13
H 2.786 -0.055 0.974 0.10
C -1.329 0.355 1.713 -0.18
C -0.934 -0.220 -2.036 -0.08
```

Output
LUMO energy   0.94 eV
SMILES string   C[C@H](NCO)[C@@H](C)O
Spin multiplicity   1


ii:
Here is a structure of composition C5H13NO2 from the OMol25 dataset. Energies are from wB97M-V/def2-TZVPD.

XYZ file:
```
21
Properties=species:S:1:pos:R:3:lowdin_charge:R:1
C 0.385 1.028 2.196 -0.29
H -2.153 -0.340 -0.669 0.09
C 0.015 -1.547 -1.709 -0.05
O 0.853 -0.159 0.159 -0.28
H -0.806 -0.590 1.982 0.05
H 2.077 1.343 0.888 0.10
H -2.421 0.356 -2.280 0.10
H -0.769 -2.265 -1.500 0.08
H 1.125 0.277 -2.878 0.13
C 1.457 0.496 1.233 -0.32
H 2.135 -0.176 1.789 0.11
H 0.850 1.578 3.019 0.10
H 0.721 -1.225 -0.537 0.14
N -0.489 -0.006 2.750 -0.02
C -1.728 0.303 -1.434 0.00
O 0.274 0.656 -2.616 0.11
H -0.244 1.736 1.646 0.10
H 0.047 -0.612 3.365 0.06
H -1.604 1.310 -1.042 0.10
C -0.424 -0.228 -1.908 -0.40
H 0.702 -1.937 -2.455 0.08
```

Output
LUMO energy   0.62 eV
Spin multiplicity   1


iii:
Here is a cluster of 2 separate species, C5H13NO2 in total from the OMol25 dataset. Energies are from wB97M-V/def2-TZVPD.

XYZ file:
```
21
Properties=species:S:1:pos:R:3:lowdin_charge:R:1
H -2.456 0.821 -2.110 0.09
C -2.397 0.601 -1.045 0.02
H -3.346 0.827 -0.568 0.09
O -1.226 -1.456 -1.778 0.01
C 2.535 1.236 1.389 -0.13
H 2.286 2.189 1.856 0.07
H -1.797 -2.245 0.579 0.10
H 0.482 0.681 1.113 0.08
H 2.602 -0.543 -0.718 0.08
O -2.609 -1.751 -1.754 0.05
H 2.737 0.506 2.175 0.07
H 3.441 1.366 0.804 0.07
C -2.087 -0.863 -0.858 -0.70
H -1.612 1.204 -0.588 0.08
H 1.205 1.490 -0.281 0.10
C 1.690 -0.599 -0.125 -0.11
H 0.882 -0.912 -0.784 0.05
H 1.831 -1.357 0.643 0.07
N -2.053 -1.272 0.476 0.15
C 1.390 0.754 0.506 -0.34
H -1.496 -0.676 1.067 0.08
```

Output
LUMO energy   0.92 eV
SMILES string   CC1(N)OO1.CCC
Spin multiplicity   1


iv:
Here is a cluster of 3 separate species, C5H13NO2 in total from the OMol25 dataset. Energies are from wB97M-V/def2-TZVPD.

XYZ file:
```
21
Properties=species:S:1:pos:R:3:lowdin_charge:R:1
H -2.681 -0.284 1.342 0.00
N 1.944 -0.978 -0.716 0.11
H 2.846 -1.155 -2.559 0.09
C 0.767 -0.733 -0.073 -0.38
O -1.004 1.302 2.103 -0.35
H -0.920 1.886 2.867 -0.07
H 0.951 -1.910 1.684 0.08
H 1.863 -0.413 1.702 0.09
H 1.431 -0.078 -2.537 0.10
H -2.962 1.312 0.670 0.00
H 1.158 -1.784 -2.488 0.11
H -0.056 -1.342 -0.462 0.17
C 1.856 -1.008 -2.130 -0.10
H 0.078 -0.360 1.947 0.04
H 0.505 1.518 0.430 0.16
C -3.282 0.280 0.635 -0.07
O -0.270 1.079 -1.343 0.18
C 0.903 -0.859 1.433 -0.05
H -4.339 0.261 0.909 0.01
C 0.299 0.765 -0.375 -0.14
H -3.162 -0.163 -0.358 0.01
```

Output
LUMO energy   -3.79 eV
Spin multiplicity   1


Here is how they stack up, most stable first: ii, iii, i, iv.